1.
# C19H40AuNOP3

A molecular structure, C19H40AuNOP3 at a distorted geometry (ωB97M-V with the def2-TZVPD basis set, the Open Molecules 2025 dataset).

```
! RIJCOSX wB97M-V def2-TZVPD def2/J DEFGRID3
* xyz 3 3
H -3.29104 0.82312 1.30097
Au -0.17111 1.91639 -0.09255
H 2.69936 -1.56673 1.88833
H -0.71003 4.53585 -0.54445
P 1.08683 0.30661 1.47577
H -0.57586 4.27130 -2.38816
H 1.46882 0.03235 3.86146
H 1.26724 2.27894 -6.58654
H -2.59754 -0.78381 -2.27433
H -0.07394 -3.34150 -2.20981
P 1.21408 -2.02252 -3.60500
H -2.47656 2.93033 -2.55636
C -0.92274 0.13790 -4.94467
H 2.62885 -2.68052 -5.43343
C -2.14115 3.18958 -1.53517
H 3.34339 0.44872 2.42650
N -1.26430 2.40216 1.78248
H -1.66199 0.81368 -2.85268
H -1.38344 -1.96224 -1.88485
H 0.56115 1.81505 -2.23296
C 0.97038 -3.37561 -2.49594
H -0.57202 0.54964 -7.09393
H -1.98431 4.33227 4.14718
H 1.15812 -4.23701 -3.13256
H 2.10904 2.38593 -4.10084
C 0.27161 1.58491 -3.32027
H -4.19026 -0.62475 0.81689
O -1.45938 -1.03626 -5.05278
H 3.38034 -0.86787 -2.94795
C -2.28493 -1.47745 -1.48377
C -1.86666 3.16386 2.43162
C 2.73491 1.05663 1.74576
H 3.23871 1.10344 0.77506
H -1.31290 -1.61072 2.19181
C -2.59150 4.11531 3.24151
C -3.43796 0.10312 0.48832
H 1.99493 0.13798 -3.18184
H -3.82016 0.68208 -0.36362
H -3.08286 -2.24475 -1.38699
H 1.02381 -2.16520 1.91154
C 2.28423 -0.83385 -2.76025
H 0.24233 1.30705 3.56462
H 0.83821 -2.70300 -5.83477
C 1.62829 -2.90468 -5.08651
H -0.20392 -0.40902 3.43301
C 1.14101 1.93200 -4.38185
H -0.10828 -1.56985 -3.94204
H -0.86748 -2.76136 0.97646
H -2.75509 5.07446 2.69545
C -1.64216 -2.02310 1.23693
C -0.88660 0.88740 -3.64718
H -3.57678 3.66470 3.48922
H -2.86195 3.04937 -0.73584
P -1.80283 -0.60425 0.07973
H -2.58205 -2.55129 1.42599
H 1.82916 -1.73326 0.36262
C -1.04472 3.94548 -1.43198
H 1.65170 -3.96981 -4.80247
C 0.59770 0.31349 3.25657
C 0.75771 1.75352 -5.76222
H 2.11980 -0.82323 -1.65734
H 2.62866 2.06657 2.15836
H 1.67660 -3.44537 -1.67924
C 1.70925 -1.45525 1.41786
C -0.24036 0.82286 -6.04118
*
```

Calculated values
Kohn-Sham gap (spin up / spin down): 0.2726 / 0.2106 Ha
energy relative to the best compared isomer or geometry (same formula, charge and spin): 259.9 kJ/mol
<S²>: 2.060
calculated total energy: -2036.5346 a.u.

***

2.
# C26H29N4O2RuS3

A molecular structure, C26H29N4O2RuS3 at a distorted geometry (ωB97M-V with the def2-TZVPD basis set, the Open Molecules 2025 dataset).

```
! RIJCOSX wB97M-V def2-TZVPD def2/J DEFGRID3
* xyz 0 2
C 4.15720 0.03939 -1.19506
C -2.20394 -0.47719 1.72406
C -1.04698 1.44659 -4.03358
C -0.99405 -0.71112 2.42001
C -2.17769 -0.73711 4.51572
H -1.60462 5.42837 6.08048
N -1.68094 1.79424 -1.66380
C 1.18631 1.92386 -4.76959
H -2.04131 1.09590 -4.26005
O -0.32090 2.38577 2.45939
C -1.52536 2.69707 2.33128
H -2.08750 -1.90017 -1.26420
H -4.11980 -0.33791 -0.55701
H -0.42371 4.17502 4.29794
C -2.13108 -1.86259 -0.17776
C -2.16639 4.86743 5.34725
C -3.22798 0.28486 -0.39981
H -4.27608 -0.32793 4.40379
H 4.76228 -0.71485 -0.67932
C -1.00336 -0.86221 3.80538
C 4.15288 -0.18486 -2.72017
H 4.28579 0.75313 -3.26929
H -2.72344 3.50626 -2.35897
C -3.36853 -0.33472 2.46673
C -1.50239 4.17476 4.35099
C -0.09423 1.47114 -5.03927
H -3.49393 1.13826 0.22433
H -4.05789 5.35889 6.21337
N 2.75985 -0.11441 -0.85209
C -3.55017 4.83972 5.41329
H 4.52108 1.03127 -0.91868
H -5.35873 4.13049 4.50225
S 1.07645 2.75495 -0.85965
Ru -0.33598 1.13111 0.36883
O -2.18376 2.37308 1.31166
H -1.41358 3.82227 -1.18954
N -2.18980 -0.47963 0.28880
S 0.53540 -0.84866 1.59899
H -0.35582 1.15046 -6.03585
H 4.92285 -0.88948 -3.03927
S 0.40927 -0.88136 -1.87628
H -4.30461 -0.13389 1.96842
H -1.23175 -2.34392 0.20533
C -2.22944 3.46647 3.40313
C -3.61970 3.46787 3.45280
N 2.83184 -0.73470 -2.95153
H -2.16877 -0.86218 5.58874
C 1.50489 2.36713 -3.50024
C 0.56472 2.31340 -2.47451
H 2.44018 -0.83689 -3.87048
H -2.33380 -0.06737 -2.32839
C 2.03371 -0.55312 -1.88035
H -2.92936 3.12414 -0.62888
H -3.60715 1.18602 -2.31657
C -2.22285 3.13931 -1.45217
H 1.93837 1.92760 -5.54522
H 2.49015 2.74797 -3.26756
H 2.37334 0.02264 0.07407
H -4.17319 2.92343 2.70250
H -0.06822 -1.07088 4.30511
C -4.27901 4.14487 4.46128
C -3.35804 -0.44967 3.84738
C -2.73646 0.78422 -1.77487
C -0.73526 1.83884 -2.73992
H -3.01054 -2.42553 0.16680
*
```

Calculated values
Kohn-Sham gap (spin up / spin down): 0.2291 / 0.2546 Ha
<S²>: 0.803
calculated total energy: -2667.1172 a.u.

***

3.
# C23H29N4O6PSW

A molecular structure, C23H29N4O6PSW (ωB97M-V with the def2-TZVPD basis set, the Open Molecules 2025 dataset).

```
! RIJCOSX wB97M-V def2-TZVPD def2/J DEFGRID3
* xyz 2 3
C -2.98418 -1.77206 -3.00976
H -1.60680 -2.20626 4.39315
H 5.56834 -1.04110 -0.16090
S 0.10850 0.70473 -2.59338
H -5.14449 -2.78016 -4.11599
C 3.25954 2.27991 -0.32524
C -1.69286 1.84357 -0.92149
N -1.86180 1.16770 0.22155
H 3.46048 -0.61676 -1.58035
C -0.76256 -1.48074 2.15719
H 2.74021 -2.05051 -0.89626
C -1.25637 -0.14024 -3.22351
N 0.08693 0.74492 2.30529
C -3.03490 1.22076 0.85792
H 3.37600 1.86140 -1.32577
H 3.85287 3.19171 -0.27933
C -1.86852 -1.15116 -2.48422
C -4.08336 1.94990 0.32747
H 5.20752 -2.33178 -1.29288
C -1.74194 0.24959 -4.47248
C -2.67035 2.60094 -1.52270
H -0.20105 2.04252 5.25265
H -3.23832 -0.10376 -5.94750
C -2.86022 -0.38791 -4.97394
C -0.49835 -0.25957 2.97220
O 0.80283 1.42268 -3.59460
H -4.71029 3.21414 -1.28796
H 4.28305 -1.62419 3.82308
C -3.89742 2.63718 -0.86754
H 4.82396 -2.54364 0.40558
H -2.48629 3.13790 -2.44218
H 4.74967 1.07052 0.69426
H -5.03267 1.97857 0.84208
O -1.24776 -2.48089 2.60123
H -1.47067 -1.48168 -1.53300
O -0.35931 -1.32250 0.89645
C 3.45385 -1.24924 -0.69077
H -4.41957 -2.65225 -5.72109
O -1.44358 -0.02949 6.50833
C 2.92431 -1.19387 2.20951
H 3.52719 1.72184 1.76326
H -1.23951 1.02015 -5.04097
W 0.31148 0.38910 0.20316
H 2.79718 -2.24418 1.92935
P 2.73810 -0.25084 0.65267
C 4.84308 -1.81735 -0.40513
C -0.23106 1.38538 4.39742
O 0.93350 -0.23974 -1.73478
C 3.68473 1.30022 0.76684
N 0.23130 1.74202 3.19343
H 2.20953 2.58705 -0.21511
C -4.69775 -2.09033 -4.82799
H -3.12972 0.66391 1.78150
N -0.34591 1.60851 -1.29471
C -3.49836 -1.40198 -4.25611
C -1.32350 -0.62787 5.48168
H 4.34073 0.05331 3.30577
C -0.72102 0.08919 4.30082
H -3.45558 -2.57378 -2.45657
H -5.45074 -1.36101 -5.12779
H 0.65463 2.61844 2.92599
O -1.74652 -1.86827 5.29961
C 4.24518 -0.97293 2.95118
H 5.10910 -1.19894 2.33199
H 2.08948 -0.95075 2.86939
*
```

Calculated values
Kohn-Sham gap (spin up / spin down): 0.2767 / 0.2894 Ha
energy relative to the best compared isomer or geometry (same formula, charge and spin): 0.0 kJ/mol
<S²>: 2.011
calculated total energy: -2370.4631 a.u.

***

4.
# C4H4O2

2 unconnected molecules or ions with the total composition C4H4O2 (ωB97M-V with the def2-TZVPD basis set, the Open Molecules 2025 dataset).

```
! RIJCOSX wB97M-V def2-TZVPD def2/J DEFGRID3
* xyz 0 1
H -0.56477 1.92962 -0.80667
O -2.41826 -0.01583 0.16306
H 2.76975 -1.88334 -0.00758
C 1.87788 -1.32895 0.17106
H -1.19993 -1.66642 0.00139
C -1.39140 -0.60143 0.19438
O -0.19733 0.06299 0.51171
C 0.91109 -0.64356 0.34197
C 0.32276 1.92939 -0.13806
H -0.08232 2.37110 0.79564
*
```

Calculated values
Kohn-Sham gap: 0.3364 Ha
energy relative to the best compared isomer or geometry (same formula, charge and spin): 653.0 kJ/mol
calculated total energy: -305.0308 a.u.

***

5.
# C3H4N2O2S

A single C3H4N2O2S molecule at a distorted geometry (ωB97M-V with the def2-TZVPD basis set, the Open Molecules 2025 dataset).

```
! RIJCOSX wB97M-V def2-TZVPD def2/J DEFGRID3
* xyz 0 1
C 0.98100 0.71967 0.45089
H 0.20208 2.35424 1.04693
H -1.92684 0.62962 -0.94510
H -1.94312 -2.15758 -0.36509
S -1.41096 -1.47058 -1.40193
O 1.26463 1.94050 0.92966
H 2.55327 -0.77230 0.62482
O 0.75998 -1.54488 -0.14435
N -0.39919 -0.85362 -0.26685
C -0.34840 0.42717 -0.04057
N -1.29371 1.22231 -0.27128
C 1.56127 -0.49455 0.38288
*
```

Calculated values
Kohn-Sham gap: 0.3345 Ha
SMILES: [H]/N=c1/c(O)con1S
energy relative to the best compared isomer or geometry (same formula, charge and spin): 506.9 kJ/mol
calculated total energy: -774.7337 a.u.

***

6.
# C31H72O10

7 unconnected molecules or ions with the total composition C31H72O10 at a distorted geometry (ωB97M-V with the def2-TZVPD basis set, the Open Molecules 2025 dataset).

```
! RIJCOSX wB97M-V def2-TZVPD def2/J DEFGRID3
* xyz 0 1
H 1.72945 8.16026 -4.86578
O 4.21177 -7.90016 -1.01932
C 3.37551 -4.24136 0.05274
C -4.30277 -2.34996 2.17012
C 1.49529 5.88316 -3.43200
H -1.28068 8.67643 -5.11363
C -2.12802 1.60595 1.32603
H -4.95560 8.86772 -2.44132
H 6.14045 -10.18290 -2.60725
H -0.13340 -3.23656 8.02831
O 0.96814 2.39106 0.70757
H -0.62475 -4.06023 5.98652
H 3.34065 -5.22361 3.14284
C -2.13672 -3.56343 0.53278
H -2.13851 1.91612 -2.07095
C 0.32033 6.74706 -3.01580
H 1.56124 -1.88494 6.75365
C 2.32991 2.39570 1.15585
H 0.00914 -4.17439 4.35055
O 0.99153 3.01951 -0.58958
C -0.33433 8.27548 -5.48191
H 4.03460 -4.99158 0.49068
H -4.37046 11.79100 -5.25400
H 0.22700 -1.68521 4.24921
H -5.72066 11.75693 -6.39436
H 2.22772 2.56849 2.24353
H 1.30668 -2.94417 8.99670
C 0.20042 2.42213 -1.50277
H 4.13907 1.27325 1.09049
H -1.03250 -2.38803 1.94474
H -5.65528 -3.65148 3.21788
H 1.50154 -9.70479 -0.09807
C -2.49404 1.92322 0.07537
H 6.16938 -8.26912 -1.06230
H 1.73467 -5.41395 3.84172
H -3.35751 8.68742 -3.18738
H -0.11785 8.73092 -6.44912
H -4.27649 9.54371 -5.35410
H -2.65303 2.02673 2.18523
H -4.04402 10.28866 -2.95984
H -3.32965 2.61335 -0.09717
H 1.04079 -6.79902 1.85294
O 1.31215 -4.93247 1.19222
H 2.70493 0.32144 1.54608
H 0.92377 9.65553 -4.41297
H -4.89437 -1.46092 2.39068
H 2.77019 -3.13145 7.02861
H 2.61968 -6.53595 1.12214
H -4.06391 -4.36234 2.97216
H -1.28785 0.92983 1.50071
H 2.40463 6.20585 -2.92079
H 2.84590 3.27516 0.73619
H 1.67898 5.92679 -4.50728
C 2.46266 -5.87009 3.17061
H 1.28802 4.84639 -3.17114
H -1.99928 -3.65795 2.67455
H 2.60588 -3.48684 1.92931
H 2.05740 -0.02384 -0.72268
H 2.77836 -9.06447 0.95070
H 2.99696 -4.63809 -0.89043
C -1.85358 1.36032 -1.16627
H -4.28274 -3.10161 4.19274
H -1.44004 -2.21368 4.52752
H -5.61456 13.03281 -5.16983
C -5.44029 11.97352 -5.36259
H 4.38115 -10.20162 -2.64659
H -5.10962 8.09177 -4.82215
C 5.25171 -9.55671 -2.52074
C 2.56124 -9.45178 -0.04628
H -0.46067 7.20417 -5.64227
C -0.44168 -2.16911 4.96393
O 1.39158 -3.65854 5.68951
C 0.04192 -3.57624 5.26284
H 1.06149 -4.52314 8.23201
C 5.25313 -8.84884 -1.17664
O -6.22217 9.74259 -4.65884
H 3.12741 -10.37409 -0.18271
H 2.77270 -6.82652 3.59416
C 2.22509 -3.87181 0.97499
H 3.97704 -3.35771 -0.16074
C 0.93404 -3.44733 8.10370
H -5.97302 11.34849 -3.36729
O -2.96238 -1.89427 2.16973
H -2.15407 0.30695 -1.31464
C 3.07550 1.10177 0.85834
H -1.29413 -4.24484 0.40168
H 3.82178 0.06258 -0.91454
H 0.12631 6.62205 -1.95012
H 2.82331 1.47934 -1.29936
C 0.78414 8.57713 -4.49856
C -4.58705 -3.43224 3.19816
H -0.58546 6.42659 -3.54377
H 5.25821 -8.82951 -3.33377
H 1.62436 -3.08021 0.52714
H -0.49645 -1.54106 5.85436
C 1.70227 -2.96428 6.88524
H -7.32132 11.39556 -4.49351
C 2.89219 -8.41093 -1.10279
O 0.15821 2.89996 -2.56763
C -1.99764 -2.89433 1.88684
C -6.26655 11.13516 -4.40168
H 5.23480 -9.58289 -0.36251
C 1.87067 -6.09290 1.78878
O 0.52284 8.14468 -3.17644
C -4.94069 9.14132 -4.58013
H -3.05430 -4.14792 0.44511
C -4.28832 9.25591 -3.21214
H 2.25276 -7.53669 -0.97185
O -0.40899 1.32603 -1.09297
H 2.68719 -8.80797 -2.10359
C 2.93401 0.63180 -0.59935
H -4.59614 -2.69167 1.17020
H -2.12831 -2.82603 -0.27223
*
```

Calculated values
Kohn-Sham gap: 0.3698 Ha
SMILES: C=CCOC(=O)OOCCC.CCOCC.CCOCC.CCOCC.CCOCC.CCOCC.CCOCC
calculated total energy: -1976.5031 a.u.